{"formula": "C4H4Cl2NP", "method": "ωB97M-V/def2-TZVPD", "smiles": "ClP(Cl)c1ccc[nH]1", "e_tot_ha": -1471.29002, "fmax_ev_per_a": 5.36, "charge": 0, "homo_ev": -8.3, "spin_multiplicity": 1, "de_lowest_kj_mol": 131.2, "homo_lumo_gap_ev": 8.8, "e_lumo_ev": 0.519, "elements": ["Cl", "P", "Cl", "C", "C", "C", "C", "N", "H", "H", "H", "H"], "positions_angstrom": [[2.982, 1.555, -0.081], [2.259, -0.177, 0.650], [2.808, -1.658, -0.600], [0.579, 0.031, 0.087], [-0.149, 1.031, -0.455], [-1.523, 0.691, -0.309], [-1.706, -0.544, 0.342], [-0.541, -1.059, 0.780], [0.298, 1.810, -0.971], [-2.202, 1.558, -0.709], [-2.511, -1.233, 0.173], [-0.293, -2.006, 1.093]], "forces_ev_per_a": [[0.52, 0.53, -0.60], [-0.94, -0.12, 1.36], [0.61, -0.62, -0.86], [-1.59, -2.94, 2.54], [-0.98, -3.17, 1.62], [-1.33, 2.16, -0.86], [0.58, 0.74, -1.43], [3.54, 3.40, -2.16], [0.42, 1.58, -0.66], [0.46, -2.64, 0.93], [-0.80, 0.25, 0.66], [-0.49, 0.84, -0.53]]}